[1]
Formula: C21H56O7
Source: OMol25
Level of theory: ωB97M-V with the def2-TZVPD basis set

Each atom is followed by the atoms it is bonded to, with distances in Å.
Positions of all 84 atoms, in Å:
1 O -0.556 -19.004 -16.302  C15 1.448, H49 0.965
2 O -5.097 -23.253 -14.085  C20 1.397, H29 0.963
3 O -9.952 -22.646 -19.688  C8 1.411, H30 0.965
4 O -11.899 -18.765 -12.683  C16 1.429, H74 0.962
5 O -5.112 -21.535 -7.269  C17 1.459, H64 0.964
6 O -8.261 -25.182 -8.961  C11 1.417, H84 0.960
7 O -2.396 -23.450 -19.754  C14 1.441, H71 0.961
8 C -9.724 -23.720 -18.801  O3 1.411, C12 1.557, C26 1.530, H46 1.091
9 C -11.522 -21.146 -12.856  C16 1.524, H35 1.095, H43 1.099, H57 1.089
10 C -5.428 -20.782 -9.537  C17 1.509, H60 1.089, H62 1.090, H67 1.102
11 C -8.444 -26.497 -9.455  O6 1.417, C21 1.504, C25 1.537, H31 1.095
12 C -10.552 -25.006 -19.086  C8 1.557, H38 1.093, H41 1.088, H82 1.090
13 C -5.689 -21.014 -13.661  C20 1.535, H53 1.091, H68 1.096, H70 1.089
14 C -2.814 -24.065 -18.519  O7 1.441, C19 1.540, C23 1.524, H55 1.093
15 C -0.756 -19.937 -15.213  O1 1.448, C22 1.529, C27 1.525, H33 1.089
16 C -11.524 -19.927 -11.940  O4 1.429, C9 1.524, C28 1.528, H73 1.088
17 C -4.991 -21.935 -8.667  O5 1.459, C10 1.509, C24 1.519, H63 1.089
18 C -7.461 -22.731 -13.618  C20 1.520, H54 1.105, H72 1.093, H79 1.087
19 C -1.548 -24.438 -17.725  C14 1.540, H36 1.092, H37 1.094, H81 1.087
20 C -5.988 -22.484 -13.333  O2 1.397, C13 1.535, C18 1.520, H80 1.101
21 C -9.891 -26.690 -9.819  C11 1.504, H44 1.093, H61 1.089, H75 1.093
22 C -2.167 -20.518 -15.321  C15 1.529, H42 1.084, H47 1.088, H76 1.094
23 C -3.637 -23.063 -17.718  C14 1.524, H34 1.092, H58 1.092, H65 1.087
24 C -5.897 -23.133 -8.899  C17 1.519, H50 1.089, H56 1.093, H69 1.094
25 C -7.548 -26.746 -10.679  C11 1.537, H32 1.090, H40 1.091, H66 1.093
26 C -9.899 -23.297 -17.341  C8 1.530, H39 1.087, H51 1.094, H59 1.097
27 C 0.319 -21.016 -15.296  C15 1.525, H45 1.094, H52 1.091, H83 1.096
28 C -12.546 -20.107 -10.819  C16 1.528, H48 1.098, H77 1.089, H78 1.091
29 H -5.248 -24.196 -13.963  O2 0.963
30 H -10.906 -22.499 -19.714  O3 0.965
31 H -8.142 -27.258 -8.727  C11 1.095
32 H -6.504 -26.585 -10.407  C25 1.090
33 H -0.619 -19.288 -14.349  C15 1.089
34 H -3.703 -23.270 -16.647  C23 1.092
35 H -11.781 -22.110 -12.405  C9 1.095
36 H -1.124 -23.511 -17.335  C19 1.092
37 H -1.897 -25.061 -16.897  C19 1.094
38 H -11.378 -25.150 -18.385  C12 1.093
39 H -9.140 -22.667 -16.883  C26 1.087
40 H -7.670 -27.761 -11.060  C25 1.091
41 H -9.905 -25.874 -18.969  C12 1.088
42 H -2.315 -20.971 -16.294  C22 1.084
43 H -10.497 -21.403 -13.157  C9 1.099
44 H -10.510 -26.689 -8.919  C21 1.093
45 H 1.295 -20.640 -15.618  C27 1.094
46 H -8.695 -24.054 -18.947  C8 1.091
47 H -2.911 -19.738 -15.167  C22 1.088
48 H -12.589 -19.185 -10.225  C28 1.098
49 H -0.546 -19.519 -17.118  O1 0.965
50 H -6.934 -22.862 -8.708  C24 1.089
51 H -10.884 -22.850 -17.182  C26 1.094
52 H 0.517 -21.544 -14.362  C27 1.091
53 H -6.264 -20.278 -13.098  C13 1.091
54 H -7.692 -23.774 -13.334  C18 1.105
55 H -3.431 -24.943 -18.721  C14 1.093
56 H -5.593 -23.985 -8.284  C24 1.093
57 H -12.086 -20.995 -13.775  C9 1.089
58 H -4.673 -23.083 -18.063  C23 1.092
59 H -9.927 -24.234 -16.770  C26 1.097
60 H -4.860 -19.881 -9.310  C10 1.089
61 H -10.067 -27.615 -10.365  C21 1.089
62 H -6.495 -20.576 -9.623  C10 1.090
63 H -3.938 -22.204 -8.723  C17 1.089
64 H -6.051 -21.546 -7.051  O5 0.964
65 H -3.201 -22.076 -17.846  C23 1.087
66 H -7.849 -26.097 -11.505  C25 1.093
67 H -5.170 -21.056 -10.572  C10 1.102
68 H -4.665 -20.796 -13.336  C13 1.096
69 H -5.790 -23.495 -9.925  C24 1.094
70 H -5.756 -20.806 -14.728  C13 1.089
71 H -2.800 -23.954 -20.465  O7 0.961
72 H -7.632 -22.739 -14.697  C18 1.093
73 H -10.502 -19.844 -11.576  C16 1.088
74 H -12.810 -18.886 -12.966  O4 0.962
75 H -10.235 -25.864 -10.448  C21 1.093
76 H -2.234 -21.228 -14.491  C22 1.094
77 H -12.269 -20.879 -10.102  C28 1.089
78 H -13.551 -20.179 -11.239  C28 1.091
79 H -8.159 -22.203 -12.973  C18 1.087
80 H -5.938 -22.620 -12.242  C20 1.101
81 H -0.746 -24.946 -18.255  C19 1.087
82 H -10.984 -24.965 -20.086  C12 1.090
83 H 0.081 -21.731 -16.091  C27 1.096
84 H -7.647 -25.191 -8.223  O6 0.960

Values from the calculation:
Net charge: 0
Multiplicity: 1
HOMO level (eV): -9.95
Relative energy (zero: lowest compared OMol25 entry of this formula, charge and spin) (kcal/mol): 59.8
LUMO level (eV): 0.3
Electronic energy (Eh): -1360.3039
F_max (eV/Å): 2.6
Orbital gap (eV): 10.28
SMILES: CC(C)O.CC(C)O.CC(C)O.CC(C)O.CC(C)O.CC(C)O.CC(C)O

=====

[2]
Formula: C21H56O7
Source: OMol25
Level of theory: ωB97M-V with the def2-TZVPD basis set

Each atom is followed by the atoms it is bonded to, with distances in Å.
Positions of all 84 atoms, in Å:
1 O 6.136 2.017 0.575  C8 1.429, H40 0.960
2 O 0.154 -1.429 -0.183  C26 1.438, H45 0.971
3 O -5.378 -1.687 3.467  C10 1.448, H71 0.960
4 O 0.470 -4.252 -0.491  C13 1.425, H84 0.965
5 O -0.665 -1.438 2.520  C11 1.447, H52 0.964
6 O -5.259 5.358 -0.188  C19 1.435, H39 0.962
7 O 4.221 -0.328 -6.807  C25 1.439, H81 0.961
8 C 4.878 1.682 -0.014  O1 1.429, C22 1.510, C27 1.520, H33 1.094
9 C 3.606 1.006 -4.886  C25 1.515, H48 1.092, H58 1.092, H69 1.097
10 C -5.577 -0.501 2.659  O3 1.448, C18 1.505, C24 1.507, H83 1.094
11 C 0.341 -1.362 3.556  O5 1.447, C20 1.529, C21 1.498, H31 1.090
12 C 1.947 -0.564 -5.972  C25 1.529, H36 1.089, H47 1.093, H73 1.088
13 C 1.884 -4.372 -0.366  O4 1.425, C16 1.524, C17 1.515, H44 1.095
14 C 0.837 0.039 -1.924  C26 1.497, H46 1.093, H63 1.091, H66 1.094
15 C -1.136 0.570 -0.425  C26 1.518, H30 1.097, H42 1.090, H43 1.093
16 C 2.213 -4.907 1.022  C13 1.524, H35 1.094, H41 1.091, H51 1.094
17 C 2.361 -5.317 -1.450  C13 1.515, H37 1.093, H67 1.091, H80 1.090
18 C -4.218 0.063 2.346  C10 1.505, H49 1.091, H72 1.095, H74 1.092
19 C -4.977 4.072 0.381  O6 1.435, C23 1.512, C28 1.510, H65 1.092
20 C -0.220 -0.497 4.685  C11 1.529, H59 1.097, H75 1.091, H77 1.086
21 C 1.512 -0.681 2.916  C11 1.498, H55 1.097, H76 1.091, H79 1.091
22 C 3.996 1.118 1.074  C8 1.510, H50 1.091, H64 1.093, H78 1.096
23 C -3.641 3.539 -0.085  C19 1.512, H32 1.092, H54 1.087, H68 1.092
24 C -6.352 -0.928 1.439  C10 1.507, H29 1.088, H57 1.092, H61 1.094
25 C 3.134 0.376 -6.181  O7 1.439, C9 1.515, C12 1.529, H34 1.089
26 C 0.248 -0.042 -0.550  O2 1.438, C14 1.497, C15 1.518, H82 1.095
27 C 4.261 2.940 -0.604  C8 1.520, H53 1.090, H60 1.090, H62 1.094
28 C -5.077 4.095 1.888  C19 1.510, H38 1.094, H56 1.089, H70 1.096
29 H -5.892 -1.805 0.987  C24 1.088
30 H -1.125 1.662 -0.524  C15 1.097
31 H 0.653 -2.351 3.894  C11 1.090
32 H -2.826 4.165 0.285  C23 1.092
33 H 5.025 0.918 -0.783  C8 1.094
34 H 2.884 1.153 -6.903  C25 1.089
35 H 1.705 -4.298 1.776  C16 1.094
36 H 1.267 -0.184 -5.210  C12 1.089
37 H 3.412 -5.589 -1.323  C17 1.093
38 H -5.022 3.081 2.298  C28 1.094
39 H -4.561 5.968 0.071  O6 0.962
40 H 6.863 1.725 0.022  O1 0.960
41 H 1.860 -5.927 1.180  C16 1.091
42 H -1.592 0.341 0.538  C15 1.090
43 H -1.796 0.218 -1.221  C15 1.093
44 H 2.369 -3.396 -0.469  C13 1.095
45 H -0.001 -1.432 0.776  O2 0.971
46 H 1.035 1.081 -2.190  C14 1.093
47 H 1.384 -0.636 -6.907  C12 1.093
48 H 3.709 0.279 -4.079  C9 1.092
49 H -4.238 0.841 1.581  C18 1.091
50 H 2.960 1.016 0.749  C22 1.091
51 H 3.290 -4.865 1.207  C16 1.094
52 H -1.476 -1.815 2.880  O5 0.964
53 H 4.814 3.306 -1.469  C27 1.090
54 H -3.601 3.458 -1.169  C23 1.087
55 H 1.226 0.307 2.535  C21 1.097
56 H -4.374 4.788 2.348  C28 1.089
57 H -7.383 -1.170 1.709  C24 1.092
58 H 3.000 1.842 -4.528  C9 1.092
59 H 0.410 -0.665 5.568  C20 1.097
60 H 4.244 3.718 0.160  C27 1.090
61 H -6.442 -0.141 0.684  C24 1.094
62 H 3.228 2.753 -0.909  C27 1.094
63 H 0.223 -0.413 -2.704  C14 1.091
64 H 4.000 1.710 1.992  C22 1.093
65 H -5.757 3.440 -0.049  C19 1.092
66 H 1.793 -0.492 -1.956  C14 1.094
67 H 2.265 -4.855 -2.434  C17 1.091
68 H -3.538 2.540 0.344  C23 1.092
69 H 4.576 1.485 -5.067  C9 1.097
70 H -6.082 4.388 2.214  C28 1.096
71 H -5.797 -1.571 4.322  O3 0.960
72 H -3.532 -0.700 1.965  C18 1.095
73 H 2.292 -1.572 -5.748  C12 1.088
74 H -3.724 0.459 3.236  C18 1.092
75 H -1.229 -0.802 4.966  C20 1.091
76 H 1.876 -1.246 2.057  C21 1.091
77 H -0.192 0.562 4.447  C20 1.086
78 H 4.265 0.108 1.403  C22 1.096
79 H 2.286 -0.438 3.645  C21 1.091
80 H 1.760 -6.225 -1.414  C17 1.090
81 H 4.782 -0.692 -6.116  O7 0.961
82 H 0.901 0.479 0.158  C26 1.095
83 H -6.135 0.231 3.251  C10 1.094
84 H 0.260 -3.310 -0.475  O4 0.965

Values from the calculation:
Net charge: 0
Multiplicity: 1
HOMO level (eV): -9.56
Relative energy (zero: lowest compared OMol25 entry of this formula, charge and spin) (kcal/mol): 25.1
LUMO level (eV): 0.5
Electronic energy (Eh): -1360.3592
F_max (eV/Å): 1.4
Orbital gap (eV): 10.03
SMILES: CC(C)O.CC(C)O.CC(C)O.CC(C)O.CC(C)O.CC(C)O.CC(C)O

=====

[3]
Formula: C21H57FN9O6P3
Source: OMol25
Level of theory: ωB97M-V with the def2-TZVPD basis set

Each atom is followed by the atoms it is bonded to, with distances in Å.
Positions of all 97 atoms, in Å:
1 P 0.793 -21.459 5.326  O5 1.479, N15 1.683, N16 1.681, N18 1.683
2 P 6.097 -22.347 11.553  O9 1.480, N13 1.706, N14 1.666, N19 1.668
3 P 6.526 -16.677 10.482  O8 1.473, N11 1.662, N12 1.701, N17 1.681
4 F 2.146 -19.404 10.701  C25 1.354
5 O 1.060 -20.400 4.327  P1 1.479
6 O 1.195 -19.988 12.662  C25 1.395, C27 1.345
7 O 0.429 -21.760 11.592  C22 1.410, C27 1.372
8 O 7.225 -17.432 11.537  P3 1.473
9 O 4.862 -21.841 10.913  P2 1.480
10 O -0.930 -20.694 13.021  C27 1.174
11 N 6.234 -17.595 9.129  P3 1.662, C29 1.471, C40 1.452
12 N 5.004 -16.101 10.978  P3 1.701, C23 1.473, C37 1.452
13 N 7.522 -22.275 10.618  P2 1.706, C34 1.446, C36 1.447
14 N 6.384 -21.733 13.074  P2 1.666, C38 1.489, C39 1.458
15 N 2.050 -22.555 5.554  P1 1.683, C30 1.451, C31 1.461
16 N 0.487 -20.878 6.872  P1 1.681, C26 1.460, C35 1.470
17 N 7.329 -15.336 9.865  P3 1.681, C21 1.468, C33 1.470
18 N -0.548 -22.404 4.954  P1 1.683, C24 1.458, C28 1.448
19 N 6.065 -23.992 11.824  P2 1.668, C20 1.469, C32 1.444
20 C 5.074 -24.804 11.104  N19 1.469, H43 1.090, H47 1.091, H81 1.093
21 C 7.303 -14.089 10.640  N17 1.468, H57 1.091, H64 1.086, H95 1.097
22 C 1.820 -21.719 11.365  O7 1.410, C25 1.547, H60 1.088, H75 1.091
23 C 4.147 -15.346 10.048  N12 1.473, H52 1.090, H66 1.087, H68 1.093
24 C -1.770 -21.709 4.568  N18 1.458, H80 1.089, H85 1.095, H93 1.091
25 C 2.205 -20.269 11.741  F4 1.354, O6 1.395, C22 1.547, H87 1.088
26 C -0.383 -21.485 7.876  N16 1.460, H55 1.092, H63 1.091, H82 1.087
27 C 0.121 -20.781 12.503  O6 1.345, O7 1.372, O10 1.174
28 C -0.762 -23.714 5.534  N18 1.448, H49 1.094, H74 1.091, H86 1.094
29 C 5.978 -19.029 9.338  N11 1.471, H41 1.090, H61 1.090, H77 1.088
30 C 2.565 -22.888 6.868  N15 1.451, H46 1.091, H48 1.097, H58 1.090
31 C 2.715 -23.175 4.410  N15 1.461, H50 1.101, H54 1.086, H83 1.089
32 C 7.169 -24.744 12.374  N19 1.444, H56 1.091, H91 1.103, H96 1.088
33 C 8.597 -15.586 9.164  N17 1.470, H53 1.087, H69 1.095, H79 1.089
34 C 8.794 -21.941 11.220  N13 1.446, H65 1.090, H67 1.098, H92 1.093
35 C 1.163 -19.627 7.249  N16 1.470, H45 1.093, H70 1.091, H88 1.092
36 C 7.424 -22.490 9.190  N13 1.447, H62 1.096, H76 1.087, H90 1.095
37 C 4.315 -16.832 12.027  N12 1.452, H44 1.090, H72 1.091, H78 1.095
38 C 5.455 -22.253 14.117  N14 1.489, H59 1.084, H71 1.100, H89 1.087
39 C 6.503 -20.283 13.177  N14 1.458, H42 1.089, H51 1.098, H73 1.097
40 C 5.943 -17.109 7.792  N11 1.452, H84 1.087, H94 1.101, H97 1.094
41 H 5.236 -19.198 10.118  C29 1.090
42 H 6.952 -19.883 14.085  C39 1.089
43 H 4.941 -25.803 11.519  C20 1.090
44 H 3.293 -16.464 12.121  C37 1.090
45 H 2.091 -19.781 7.806  C35 1.093
46 H 2.648 -22.005 7.503  C30 1.091
47 H 4.094 -24.344 11.238  C20 1.091
48 H 1.942 -23.607 7.414  C30 1.097
49 H -1.573 -23.726 6.268  C28 1.094
50 H 2.279 -24.178 4.282  C31 1.101
51 H 5.558 -19.764 12.970  C39 1.098
52 H 3.507 -14.766 10.713  C23 1.090
53 H 8.393 -16.149 8.256  C33 1.087
54 H 3.787 -23.277 4.553  C31 1.086
55 H -1.412 -21.127 7.802  C26 1.092
56 H 7.727 -24.164 13.109  C32 1.091
57 H 6.305 -13.956 11.059  C21 1.091
58 H 3.562 -23.323 6.793  C30 1.090
59 H 5.347 -21.582 14.960  C38 1.084
60 H 2.378 -22.437 11.962  C22 1.088
61 H 6.922 -19.511 9.594  C29 1.090
62 H 8.261 -23.104 8.836  C36 1.096
63 H 0.011 -21.208 8.855  C26 1.091
64 H 7.576 -13.222 10.045  C21 1.086
65 H 9.624 -22.311 10.618  C34 1.090
66 H 4.764 -14.681 9.448  C23 1.087
67 H 8.867 -20.857 11.378  C34 1.098
68 H 3.547 -16.020 9.430  C23 1.093
69 H 9.270 -16.086 9.867  C33 1.095
70 H 1.305 -19.134 6.286  C35 1.091
71 H 4.482 -22.295 13.606  C38 1.100
72 H 4.818 -16.713 12.988  C37 1.091
73 H 7.144 -19.867 12.389  C39 1.097
74 H 0.108 -24.119 6.053  C28 1.091
75 H 2.061 -21.831 10.308  C22 1.091
76 H 6.524 -23.050 8.948  C36 1.087
77 H 5.576 -19.450 8.418  C29 1.088
78 H 4.241 -17.907 11.831  C37 1.095
79 H 9.076 -14.646 8.893  C33 1.089
80 H -1.565 -20.821 3.972  C24 1.089
81 H 5.373 -24.866 10.054  C20 1.093
82 H -0.333 -22.567 7.792  C26 1.087
83 H 2.396 -22.683 3.491  C31 1.089
84 H 6.577 -17.501 7.002  C40 1.087
85 H -2.314 -21.391 5.464  C24 1.095
86 H -0.969 -24.451 4.753  C28 1.094
87 H 3.208 -20.311 12.163  C25 1.088
88 H 0.472 -19.004 7.822  C35 1.092
89 H 5.677 -23.280 14.396  C38 1.087
90 H 7.525 -21.580 8.591  C36 1.095
91 H 7.893 -24.942 11.566  C32 1.103
92 H 8.922 -22.362 12.220  C34 1.093
93 H -2.339 -22.380 3.923  C24 1.091
94 H 4.865 -17.277 7.634  C40 1.101
95 H 7.953 -14.248 11.509  C21 1.097
96 H 6.879 -25.710 12.782  C32 1.088
97 H 5.856 -16.019 7.791  C40 1.094

Values from the calculation:
Net charge: 0
Multiplicity: 1
HOMO level (eV): -8.27
Relative energy (zero: lowest compared OMol25 entry of this formula, charge and spin) (kcal/mol): 21.4
LUMO level (eV): 0.5
Electronic energy (Eh): -2902.6590
F_max (eV/Å): 2.4
Orbital gap (eV): 8.75
SMILES: CN(C)P(=O)(N(C)C)N(C)C.CN(C)P(=O)(N(C)C)N(C)C.CN(C)P(=O)(N(C)C)N(C)C.O=C1OC[C@@H](F)O1